DFT (ωB97M-V/def2-TZVPD) results for a molecular structure, C14H16AlF5N3O5 in a non-equilibrium geometry.

Computed properties:
Calculated total energy ... -1825.31963 a.u.

The geometry in ORCA input format:
```
! wB97M-V def2-TZVPD RIJCOSX def2/J DEFGRID3
* xyz -1 1
C 0.3034 -0.3130 4.3315
C 0.4572 0.9697 3.3905
O 0.4478 2.1132 3.9784
N 0.6544 0.9700 1.9411
C 1.9821 1.5248 1.5323
Al 0.2369 -0.6997 1.1056
C -1.7890 -1.0862 1.0137
C -2.5220 -1.6212 -0.2731
C -4.0429 -1.9008 -0.1473
N -4.8850 -1.7055 0.9927
C -4.1978 -1.2290 2.1529
C -2.6938 -0.8704 2.2932
N 1.0606 -2.2519 1.9036
C 2.4990 -2.3319 1.6684
O 2.9667 -2.9436 0.6812
F 3.3479 -1.7242 2.6487
C 0.3850 -3.4693 1.3832
O 0.0107 -3.6089 0.1982
F 0.1786 -4.5669 2.2878
H 1.3426 -0.7460 4.5893
H -0.1768 0.0023 5.3230
H -0.3015 -1.1696 3.8801
H 2.5134 2.0128 2.4317
H 2.6393 0.7581 0.9862
H 1.7924 2.3715 0.7606
H 0.8115 -0.6057 -0.3952
H -1.9215 -1.8139 -1.2232
H -4.5574 -2.3191 -1.0946
H -4.8400 -1.0922 3.1048
H -2.2809 -0.5060 3.2885
C 2.4183 1.2390 -4.9246
C 1.9573 2.5839 -4.3982
O 0.5314 2.6027 -4.2401
C 0.0566 2.0587 -3.0949
O 0.7495 1.5783 -2.2382
C -1.4630 2.1885 -3.0330
F -2.0585 1.8696 -4.2047
F -1.8481 3.4512 -2.7404
F -2.0142 1.3947 -2.0996
H 1.8913 0.9870 -5.8487
H 3.4926 1.2491 -5.1211
H 2.2050 0.4420 -4.2083
H 2.2035 3.3654 -5.1208
H 2.4571 2.8427 -3.4608
*
```